# 1
Below is 2 unconnected molecules or ions with the total composition C4H12NO2, with properties calculated with ωB97M-V/def2-TZVPD.

The value obtained for the HOMO-LUMO gap is 11.33 eV. The value obtained for the HOMO energy is -14.4 eV. The net charge is +1. The value obtained for the relative energy (zero: lowest compared OMol25 entry of this formula, charge and spin) is 59.9 kcal/mol.

Positions of all 19 atoms, in Å:
O: 1.60681 0.17788 -0.27018
O: -1.07223 0.45651 0.28342
N: -1.15155 -1.17620 -1.13498
C: -0.83782 -0.76883 0.05491
C: -0.29713 -1.67960 1.16068
C: -1.66036 1.40178 -0.57800
C: 2.37074 1.00971 0.55604
H: 3.16120 1.61848 -0.02727
H: -0.06557 -2.68634 0.85680
H: -1.61364 2.43542 -0.24500
H: 2.80152 0.75944 1.45125
H: -1.13310 -2.08150 -1.26662
H: -1.03605 -1.68320 1.94562
H: -1.17318 1.36392 -1.60988
H: -2.71549 1.13334 -0.67528
H: -1.64380 -0.60200 -1.86844
H: 0.53662 -1.17807 1.47426
H: 2.25757 -0.35939 -0.74458
H: 1.66546 1.85867 0.63725



# 2
Below is 8 unconnected molecules or ions with the total composition C24H60F2O30P6, with properties calculated with ωB97M-V/def2-TZVPD.

The value obtained for the HOMO-LUMO gap is 10.71 eV. The value obtained for the HOMO energy is -10.3 eV. The value obtained for the relative energy (zero: lowest compared OMol25 entry of this formula, charge and spin) is 12.6 kcal/mol. Its SMILES is O=C1OC[C@@H](F)O1.O=C1OC[C@@H](F)O1.COP(=O)(OC)OC.COP(=O)(OC)OC.COP(=O)(OC)OC.COP(=O)(OC)OC.COP(=O)(OC)OC.COP(=O)(OC)OC.

Positions of all 122 atoms, in Å:
P: 2.64096 -5.50420 -3.31573
P: 4.96961 1.65147 3.37476
P: -5.05688 4.55398 2.19826
P: 0.60557 5.66418 -3.74732
P: -3.97786 -4.11407 -1.74173
P: 0.81960 -3.44055 2.03330
F: 0.95676 4.73725 0.87819
F: 1.37776 1.15907 -0.35035
O: 1.36288 4.15070 3.04020
O: -2.50189 -4.30853 -2.33982
O: -0.17943 0.26216 1.07706
O: -2.42207 0.57427 1.08210
O: 5.12008 0.83363 4.59325
O: -5.03583 3.42757 3.36305
O: -4.05445 -4.23212 -0.29095
O: -3.97978 5.55479 2.20765
O: 3.54055 -6.02051 -4.53621
O: 1.36946 -6.21382 -3.10684
O: 1.52905 -3.25038 0.75455
O: 1.39642 6.61911 -2.75502
O: 0.92521 4.22389 -3.16725
O: -4.39377 -2.68387 -2.35172
O: -6.51071 5.15934 2.32044
O: -0.84610 4.48144 3.06980
O: -0.82286 5.96064 -3.90013
O: 2.41725 -3.97541 -3.71579
O: 0.44417 5.39995 4.67381
O: 5.22072 3.21304 3.50414
O: 3.51756 1.57777 2.71068
O: -1.33049 0.04245 -0.81153
O: 1.51471 -2.70316 3.24161
O: 5.92675 1.19187 2.19197
O: 1.44218 5.71692 -5.10595
O: -0.67324 -2.84385 2.07420
O: 0.64405 -4.97261 2.48952
O: -4.82615 -5.19689 -2.55436
O: -4.97042 3.68565 0.86645
O: 3.60896 -5.43992 -2.07598
C: 1.12416 -2.99809 4.58238
C: 0.27981 -5.95028 1.53543
C: -5.87967 2.64141 0.54007
C: 2.86054 5.73316 -5.12320
C: -0.57573 3.45020 2.09939
C: 1.37597 -3.31608 -2.99893
C: -0.07729 -0.62218 -0.97859
C: 1.41937 8.00885 -2.97833
C: 0.38855 3.91062 -1.86927
C: 2.78943 0.36351 2.77061
C: -4.92918 -5.17310 -3.98554
C: 0.31756 4.71448 3.72558
C: -1.88079 -5.58908 -2.30779
C: 0.77479 0.01512 0.07484
C: -1.68330 -3.29543 1.15928
C: 3.97878 -7.36326 -4.61872
C: 0.90349 3.70662 1.79540
C: 4.49177 3.99898 4.47884
C: -6.90281 6.08813 1.31318
C: -4.31187 -1.53526 -1.50894
C: -3.93328 2.53854 3.32160
C: 3.50571 -6.30415 -0.93968
C: -1.39433 0.33876 0.52235
C: 7.27302 0.78616 2.46391
H: -0.68873 2.50251 2.62814
H: -3.09004 2.80903 2.68773
H: 2.89086 -0.17802 1.82463
H: 4.43533 -6.82523 -0.72870
H: -0.11088 -1.70884 -0.87093
H: -2.24524 -4.12054 1.58685
H: 0.37672 -3.46520 -3.39992
H: 0.39133 -0.47663 -1.95379
H: 1.71921 0.57839 2.78958
H: -2.34364 -2.43396 1.05563
H: 3.61719 -7.75857 -5.57094
H: -1.22655 3.62908 1.24964
H: 3.16464 6.02590 -6.12911
H: -0.97644 -5.49673 -1.70219
H: 0.67934 8.30867 -3.72763
H: -7.50819 5.59818 0.54821
H: -4.76124 -6.17762 -4.36283
H: 1.52843 -0.71947 0.35530
H: 2.34267 8.46150 -3.35235
H: -4.17553 -4.48573 -4.37702
H: 1.38406 -3.64084 -1.95078
H: 7.98545 1.49073 2.03284
H: -6.50526 2.97902 -0.28692
H: -0.12984 4.76675 -1.44220
H: 3.27708 4.73247 -4.99443
H: -1.29730 -3.50764 0.16004
H: 1.78308 -3.67850 5.12486
H: 4.01654 3.37387 5.22858
H: -1.56978 -5.83971 -3.32306
H: -2.48029 -6.41085 -1.91322
H: 1.67995 -2.27338 -2.90774
H: -3.89448 -1.75343 -0.52865
H: 3.28227 6.44007 -4.41156
H: 5.06087 -7.44005 -4.55599
H: -0.25685 3.03462 -1.88221
H: -6.08208 6.63606 0.85377
H: -7.56449 6.81533 1.78471
H: -3.56448 -0.86871 -1.95521
H: 0.77658 -6.91124 1.66156
H: -4.26057 1.58378 2.89834
H: 1.17599 8.57853 -2.08203
H: 7.39453 -0.14617 1.91444
H: 1.06290 -2.07130 5.14888
H: 7.47143 0.68315 3.52767
H: 3.76628 4.59312 3.92814
H: -5.90631 -4.78687 -4.26969
H: -3.57607 2.38937 4.33920
H: 5.22428 4.69289 4.88348
H: 1.24562 3.69611 -1.23738
H: -5.20376 -0.91472 -1.46954
H: 0.42034 -5.62305 0.50274
H: -6.47389 2.33192 1.40040
H: 3.10822 -0.29816 3.57177
H: 0.15290 -3.49896 4.60578
H: 2.71194 -7.04246 -1.07043
H: 1.48582 2.85681 1.45025
H: 3.20259 -5.65374 -0.11752
H: -5.32794 1.77263 0.17925
H: 3.50705 -8.04410 -3.90322
H: -0.78467 -6.19903 1.60265



# 3
Below is 2 unconnected molecules or ions with the total composition C5H9OP, with properties calculated with ωB97M-V/def2-TZVPD.

The value obtained for the HOMO-LUMO gap (alpha / beta) is 7.77 / 7.57 eV. The value obtained for the HOMO energy (alpha / beta) is -7.3 / -7.0 eV. The value obtained for the relative energy (zero: lowest compared OMol25 entry of this formula, charge and spin) is 114.2 kcal/mol.

Positions of all 16 atoms, in Å:
P: 2.15261 0.06968 0.85825
O: 0.77063 -2.15523 -0.08362
C: 3.04644 0.27161 -0.70900
C: -1.53760 1.04205 0.74297
C: -2.43251 -1.40336 0.22361
C: 0.81395 -1.02522 0.26735
C: -1.63509 -0.19795 0.40756
H: 3.70632 1.09026 -0.51801
H: -2.28908 1.56622 1.43808
H: -0.69611 1.69506 0.37357
H: 1.26125 1.27877 0.95558
H: -2.91740 -1.39114 -0.75952
H: 2.46218 0.37703 -1.49994
H: -3.17017 -1.45637 1.01972
H: 3.58557 -0.67172 -0.88589
H: -1.80965 -2.23065 0.14874



# 4
Below is a single C3H6OS molecule, with properties calculated with ωB97M-V/def2-TZVPD.

The value obtained for the HOMO-LUMO gap is 9.90 eV. The value obtained for the HOMO energy is -9.4 eV. The value obtained for the relative energy (zero: lowest compared OMol25 entry of this formula, charge and spin) is 20.5 kcal/mol. Its SMILES is CC(=O)CS.

Positions of all 11 atoms, in Å:
S: 2.09878 -0.03267 -0.64585
O: -1.16263 -1.46252 -0.71380
C: 0.80969 -0.59759 0.45539
C: -0.57841 -0.44989 -0.30899
C: -1.38787 0.94989 -0.28532
H: 0.87400 -1.66515 0.79126
H: 0.79285 -0.08083 1.49466
H: -2.37600 0.64611 0.01763
H: -1.30338 1.34803 -1.33788
H: -0.91622 1.66776 0.36761
H: 3.14918 -0.32315 0.16529